No. 1
A single C5H6F2 molecule at a distorted geometry, computed with ωB97M-V/def2-TZVPD.

Last columns: bonded neighbours and bond lengths (Å).
Atoms and positions in Å:
1 C -1.22725 0.35932 -1.69858  C3 1.349, H8 1.118, H9 1.003
2 C 1.44504 -0.75037 2.17201  C4 1.334, H10 0.987, H11 1.078
3 C -0.09005 0.67029 -1.04394  C1 1.349, C5 1.485, H12 1.047
4 C 1.44781 0.00845 1.07515  C2 1.334, C5 1.893, F6 1.355
5 C 0.80070 -0.44835 -0.64387  C3 1.485, C4 1.893, F7 1.391, H13 1.014
6 F 2.00565 1.24099 1.00828  C4 1.355
7 F 0.19812 -1.67230 -0.37470  C5 1.391
8 H -2.03139 1.11952 -1.85582  C1 1.118
9 H -1.28724 -0.63451 -1.81794  C1 1.003
10 H 1.81271 -0.57153 3.07023  C2 0.987
11 H 0.97363 -1.71936 2.18130  C2 1.078
12 H 0.32579 1.63051 -0.99697  C3 1.047
13 H 1.49433 -0.61297 -1.36439  C5 1.014

Summary:
multiplicity: 1
SMILES: C=C[C@H](F)C(=C)F
orbital gap: 10.903 eV
largest force on an atom: 0.126 hartree/bohr
DFT total energy: -10713.570 eV
relative energy (zero: lowest compared OMol25 entry of this formula, charge and spin): 2.322 eV
E_LUMO: 1.0 eV

Mulliken charges in e: -0.684 -0.893 -0.303 0.442 0.017 -0.247 -0.283 0.250 0.338 0.385 0.241 0.388 0.348

---

No. 2
A single C5H6F2O molecule at a distorted geometry, computed with ωB97M-V/def2-TZVPD.

Last columns: bonded neighbours and bond lengths (Å).
Atoms and positions in Å:
1 C -2.01764 0.80391 -0.21670  C2 1.321, H6 1.061, F13 1.351
2 C -1.47083 -0.39647 -0.14403  C1 1.321, C3 1.518, F14 1.362
3 C -0.01406 -0.82276 -0.12694  C2 1.518, C4 1.562, H7 1.092, O12 1.490
4 C 0.94167 -0.13620 0.90009  C3 1.562, C5 1.562, H8 1.072, H9 1.073
5 C 1.76270 0.25985 -0.36856  C4 1.562, H10 1.145, H11 1.145, O12 1.428
6 H -3.05668 1.01744 -0.18274  C1 1.061
7 H -0.01922 -1.91438 -0.16351  C3 1.092
8 H 0.55392 0.69913 1.44827  C4 1.072
9 H 1.43923 -0.80055 1.58020  C4 1.073
10 H 1.79952 1.40188 -0.44471  C5 1.145
11 H 2.79923 -0.19132 -0.54965  C5 1.145
12 O 0.83716 -0.36311 -1.26068  C3 1.490, C5 1.428
13 F -1.26380 1.92408 -0.25518  C1 1.351
14 F -2.29119 -1.48150 -0.21587  C2 1.362

Summary:
multiplicity: 1
SMILES: F/C=C(/F)[C@@H]1CCO1
orbital gap: 10.721 eV
largest force on an atom: 0.034 hartree/bohr
DFT total energy: -12762.222 eV
relative energy (zero: lowest compared OMol25 entry of this formula, charge and spin): 1.790 eV
E_LUMO: 1.0 eV

Mulliken charges in e: -0.289 0.132 0.250 -0.691 -0.262 0.419 0.377 0.252 0.278 0.201 0.268 -0.422 -0.232 -0.282